DFT (ωB97M-V with the def2-TZVPD basis set) results for C2F3IrO3 as an isolated structure in a non-equilibrium geometry.

The geometry in XYZ format:
```
9
Properties=species:S:1:pos:R:3:forces:R:3:lowdin_spin:R:1
C -1.35711 0.25442 -0.01706 -2.6 1.4 0.5 0.003
F -1.14420 1.56524 -0.01116 0.3 0.0 0.0 0.003
F -1.64368 -0.12035 1.22440 0.7 -0.3 -0.1 0.002
F -2.41626 0.00426 -0.77426 0.6 -0.1 0.0 0.001
O 1.64042 -1.40203 -0.42801 1.2 -0.7 0.4 0.369
C 0.89538 -0.55543 0.08815 -5.0 0.4 -3.5 0.105
O -0.31006 -0.40146 -0.57395 2.1 -2.0 1.1 0.026
O 1.30849 0.40715 0.76602 0.3 1.0 2.3 0.418
Ir 3.02700 0.24819 -0.27413 2.5 0.3 -0.6 4.073
```
Forces are in eV/Å.

Results
DFT total energy = -705.32938 hartree
Total charge = +1
Strongest force on any atom = 6.137 eV/Å
2S+1 = 6

=====

DFT (ωB97M-V with the def2-TZVPD basis set) results for C2F3MgNO4S2Sn as an isolated structure in a non-equilibrium geometry.

The geometry in XYZ format:
```
14
Properties=species:S:1:pos:R:3:forces:R:3:lowdin_spin:R:1
O -2.90931 -1.20840 0.99349 0.2 0.6 0.6 0.224
C -2.85682 -0.07228 0.54778 -1.3 0.1 1.0 0.361
O -3.43425 0.50781 -0.37684 0.3 1.6 0.1 0.256
Mg -1.71938 1.98002 -0.09887 -1.7 -0.5 -0.3 0.046
Sn -1.35201 -1.49730 -0.69737 -3.0 -4.1 -4.0 0.058
N -0.01670 1.17019 -0.26873 1.2 -1.0 0.0 0.030
S -0.62421 0.58085 -1.85567 0.5 1.1 -0.2 0.001
S 0.75198 0.08941 0.58273 2.2 1.8 2.7 0.009
O 0.17748 -1.29781 0.41554 2.6 1.1 2.1 0.011
O 0.98237 0.54240 1.94373 -0.7 -0.8 -2.0 0.002
C 2.45055 -0.15606 -0.16947 0.5 0.0 0.0 0.001
F 2.35333 -0.79275 -1.32238 -0.2 -0.1 -0.2 0.000
F 3.00984 1.02427 -0.35606 -0.3 0.1 0.1 0.000
F 3.18712 -0.87034 0.66213 -0.4 0.1 0.1 0.000
```
Forces are in eV/Å.

Results
DFT total energy = -1941.99147 hartree
Total charge = +1
Strongest force on any atom = 6.423 eV/Å
2S+1 = 2

=====

DFT (ωB97M-V with the def2-TZVPD basis set) results for C2F3N in the gas phase in a non-equilibrium geometry.

The geometry in XYZ format:
```
6
Properties=species:S:1:pos:R:3:forces:R:3:nbo_charge:R:1
C -0.82795 -0.06773 0.01085 1.3 0.2 -0.1 0.398
C 0.72240 0.31279 -0.27575 -1.1 -1.7 1.7 0.693
N -0.91531 -1.01181 0.76190 0.1 0.1 0.0 -0.229
F -1.69884 0.69334 -0.58731 -0.5 0.5 -0.4 -0.279
F 1.39453 -0.73895 -0.70355 0.2 0.8 -0.3 -0.290
F 1.32518 0.81236 0.79387 0.0 0.1 -0.9 -0.293
```
Forces are in eV/Å.

Results
DFT total energy = -430.42362 hartree
Strongest force on any atom = 2.667 eV/Å
Energy above the lowest of the compared OMol25 structures with the same formula, charge and spin = 79.1 kcal per mole

=====

DFT (ωB97M-V with the def2-TZVPD basis set) results for C2F3NO in the gas phase in a non-equilibrium geometry.

The geometry in XYZ format:
```
7
Properties=species:S:1:pos:R:3:forces:R:3:lowdin_spin:R:1
C 1.16113 -0.01093 0.05631 7.1 -2.0 2.6 0.614
C -1.27926 0.11647 -0.15252 2.4 -0.1 1.8 0.094
N 0.01350 0.45165 -0.13564 -7.5 2.6 -1.9 0.802
O -2.10084 0.31095 -0.92437 -2.9 1.3 -4.0 0.105
F 2.18802 0.75683 -0.04048 1.6 2.5 -1.0 0.156
F 1.62115 -1.20579 0.20456 -0.8 -2.9 0.2 0.153
F -1.60370 -0.41918 0.99215 0.1 -1.5 2.2 0.076
```
Forces are in eV/Å.

Results
DFT total energy = -505.58885 hartree
Strongest force on any atom = 8.205 eV/Å
2S+1 = 3
Energy above the lowest of the compared OMol25 structures with the same formula, charge and spin = 0.0 kcal per mole

=====

DFT (ωB97M-V with the def2-TZVPD basis set) results for C2F3NO3S2Tl as an isolated structure in a non-equilibrium geometry.

The geometry in XYZ format:
```
12
Properties=species:S:1:pos:R:3:forces:R:3:lowdin_spin:R:1
N 0.42706 1.26850 1.49272 -0.5 1.2 -1.0 0.104
S 0.18025 2.63935 0.40268 1.0 -0.7 1.6 0.423
S 0.55147 -0.13829 0.82064 -0.2 -0.3 -0.9 0.056
C 2.09489 -0.12853 -0.34228 0.3 -0.2 0.3 0.009
F 1.87341 0.26371 -1.59422 -0.3 0.2 -0.1 0.005
F 3.05425 0.63856 0.17150 -0.2 0.1 0.1 0.002
F 2.56381 -1.38484 -0.39129 -0.2 0.0 0.0 0.001
O -2.75082 -2.28568 1.02972 0.9 0.4 -1.1 0.001
C -2.92447 -1.40757 0.28471 -2.1 0.3 1.5 0.003
O -3.39889 -0.49167 -0.27405 1.1 -0.6 -0.4 0.022
O -0.51060 -0.32479 -0.35832 2.1 -3.2 2.7 0.050
Tl -1.16036 1.35125 -1.24182 -2.0 3.0 -2.6 0.323
```
Forces are in eV/Å.

Results
DFT total energy = -1625.08267 hartree
Strongest force on any atom = 4.679 eV/Å
2S+1 = 2

=====

DFT (ωB97M-V with the def2-TZVPD basis set) results for C2F4INO2S2 in the gas phase in a non-equilibrium geometry.

The geometry in XYZ format:
```
12
Properties=species:S:1:pos:R:3:forces:R:3:nbo_charge:R:1
C -0.34470 0.58120 -0.27144 0.0 -2.2 -0.5 0.428
C -1.72236 0.88451 0.30090 -1.4 1.8 0.5 0.535
N 1.55798 -1.11692 -0.64343 1.8 -0.3 1.4 -1.000
O 3.98622 -1.03085 -0.93069 0.1 -0.4 0.7 -0.805
O 0.27810 -1.25274 1.59206 0.0 -0.2 1.6 -0.943
F -0.37384 0.55813 -1.63966 -0.1 0.8 1.1 -0.309
F 0.54301 1.41742 0.21440 0.5 0.4 -0.2 -0.283
F -2.09291 2.09788 -0.23877 0.0 -1.0 0.1 -0.328
F -1.73775 1.11349 1.65849 0.4 -0.9 -1.6 -0.312
S 2.97080 -1.33973 0.05267 -2.4 0.9 -2.2 1.471
S 0.08404 -1.24756 0.16685 0.9 0.4 -1.3 1.407
I -3.14860 -0.66482 -0.26137 0.2 0.7 0.3 0.140
```
Forces are in eV/Å.

Results
DFT total energy = -1774.88971 hartree
Strongest force on any atom = 3.396 eV/Å
Energy above the lowest of the compared OMol25 structures with the same formula, charge and spin = 0.0 kcal per mole

=====

DFT (ωB97M-V with the def2-TZVPD basis set) results for C2F5GaNO4S2 as an isolated structure in a non-equilibrium geometry.

The geometry in XYZ format:
```
15
Properties=species:S:1:pos:R:3:forces:R:3:nbo_charge:R:1
Ga -1.15008 2.20619 -0.88051 -0.9 -0.8 -2.7 1.987
F -1.33066 2.81714 -2.53371 -0.1 1.0 1.7 -0.648
N -0.62841 -1.08593 0.78113 -0.5 1.1 -0.8 -1.065
S -1.75940 -0.21282 -0.03868 -1.1 -5.0 0.2 2.106
O -2.96727 -0.99763 -0.21698 2.0 1.9 0.2 -0.759
O -1.94438 1.14483 0.57780 0.5 2.2 -0.2 -0.964
C -0.79998 0.30851 -1.56288 0.8 -1.7 1.3 0.020
F -1.06078 -0.58879 -2.53678 0.9 1.8 1.2 -0.256
S 0.80559 -0.86840 0.21354 1.0 -2.3 -0.3 2.082
O 0.60984 0.22037 -0.98462 -1.1 -0.4 -0.6 -0.729
O 1.60777 -2.02426 -0.10704 -1.4 2.0 0.4 -0.756
C 1.80035 0.14571 1.44006 0.6 -0.6 0.2 0.805
F 1.17889 1.27264 1.68237 -0.5 0.7 -0.1 -0.296
F 1.89056 -0.56726 2.53995 -0.2 0.0 -0.2 -0.261
F 2.98974 0.36829 0.93467 -0.1 0.0 -0.2 -0.264
```
Forces are in eV/Å.

Results
DFT total energy = -3651.96277 hartree
Total charge = +1
Strongest force on any atom = 5.098 eV/Å
Energy above the lowest of the compared OMol25 structures with the same formula, charge and spin = 7.2 kcal per mole

=====

DFT (ωB97M-V with the def2-TZVPD basis set) results for a 3-piece molecular cluster, C2F5NO3 overall in a non-equilibrium geometry.

The geometry in XYZ format:
```
11
Properties=species:S:1:pos:R:3:forces:R:3:nbo_charge:R:1
O -0.07148 -0.03107 0.50210 -0.4 -2.6 2.0 -0.537
C -0.01772 0.88320 -0.17824 1.1 3.5 -1.0 1.138
F -0.01851 0.90112 -1.46790 -0.4 -0.3 -1.3 -0.290
F 0.21683 2.14566 0.19817 -0.5 -0.6 0.2 -0.311
O 2.86466 0.88727 -0.22944 0.1 1.8 -0.6 -0.528
C 2.74740 -0.24061 -0.03645 -0.1 -3.3 -0.5 1.133
F 2.69318 -0.86176 1.09101 0.1 0.2 1.7 -0.287
F 2.64826 -1.25624 -0.91468 0.1 1.2 -0.5 -0.319
O -4.55248 -1.35323 0.40277 1.3 -0.5 0.0 -0.144
N -3.41992 -1.27432 0.39109 -1.6 0.7 -0.1 0.525
F -3.09021 0.19999 0.24156 0.4 -0.2 0.0 -0.380
```
Forces are in eV/Å.

Results
DFT total energy = -855.93721 hartree
Strongest force on any atom = 3.782 eV/Å
Energy above the lowest of the compared OMol25 structures with the same formula, charge and spin = 0.0 kcal per mole
SMILES = O=C(F)F.O=C(F)F.O=NF

=====

DFT (ωB97M-V with the def2-TZVPD basis set) results for C2F6IN as an isolated structure in a non-equilibrium geometry.

The geometry in XYZ format:
```
10
Properties=species:S:1:pos:R:3:forces:R:3:lowdin_spin:R:1
C -0.71471 -1.20975 -0.14910 0.6 -1.2 -1.8 0.060
C 0.68810 1.57943 -0.33981 -1.5 -2.0 0.3 0.577
N -0.81729 -0.41397 0.98033 -0.3 0.4 0.9 0.648
F 0.53301 -1.25770 -0.69926 -0.1 0.2 0.5 0.039
F -1.05254 -2.50155 0.02673 -0.3 0.0 0.4 0.025
F -1.50552 -0.73130 -1.11356 -0.2 0.2 0.2 0.008
F 1.56537 1.59568 0.62591 0.9 0.7 0.2 0.124
F -0.19620 2.53405 -0.28204 0.2 1.0 -0.1 0.123
F 1.17848 1.35303 -1.52105 0.7 0.7 -0.7 0.126
I 0.32130 -0.94791 2.47184 0.0 -0.2 0.1 0.269
```
Forces are in eV/Å.

Results
DFT total energy = -1027.72094 hartree
Strongest force on any atom = 2.492 eV/Å
2S+1 = 3
Energy above the lowest of the compared OMol25 structures with the same formula, charge and spin = 0.0 kcal per mole

=====

DFT (ωB97M-V with the def2-TZVPD basis set) results for C2F6NO4PtS2Te4 as an isolated structure.

The geometry in XYZ format:
```
20
Properties=species:S:1:pos:R:3:forces:R:3:nbo_charge:R:1
Pt 2.08624 -0.15909 -1.29005 -0.2 0.0 -0.4 0.449
Te 0.30402 -1.86723 -0.83149 0.4 -0.3 0.0 0.494
Te 1.58162 -3.20019 -2.73363 0.1 0.1 0.0 0.250
Te 3.82675 -1.80686 -3.41127 -0.2 -0.2 -0.1 0.263
Te 4.38021 0.40456 -2.10313 0.1 0.2 0.2 0.168
F -0.34143 -1.26513 4.02074 0.0 0.0 -0.1 -0.281
C -0.84397 -1.01930 2.82635 -0.1 0.0 0.0 0.738
F -0.84105 -2.15656 2.10689 0.0 0.1 0.0 -0.324
F -2.08255 -0.57633 2.92768 0.1 0.0 0.0 -0.284
S 0.21801 0.24032 1.98479 -0.8 0.3 0.0 2.231
O 1.50804 -0.33802 1.84153 0.6 -0.4 0.0 -0.918
O 0.01037 1.47655 2.64597 0.1 0.0 0.0 -0.851
N -0.52882 0.18295 0.50061 0.0 0.2 0.3 -1.266
S -0.48958 1.45736 -0.41005 0.1 0.3 -0.2 2.217
O 0.66016 1.33134 -1.38733 -0.2 -0.1 0.3 -0.945
O -0.62847 2.74230 0.16907 0.1 -0.1 -0.1 -0.820
C -1.95095 1.19241 -1.51119 -0.2 -0.1 -0.1 0.753
F -3.04951 1.07985 -0.78765 0.2 0.1 0.0 -0.280
F -1.77700 0.06906 -2.21863 0.0 -0.1 0.0 -0.318
F -2.04208 2.21203 -2.33920 0.0 0.0 0.1 -0.277
```
Forces are in eV/Å.

Results
DFT total energy = -3018.53493 hartree
Total charge = +1
Strongest force on any atom = 0.878 eV/Å
Energy above the lowest of the compared OMol25 structures with the same formula, charge and spin = 16.1 kcal per mole